50
Properties=species:S:1:pos:R:3 method="wB97M-V/def2-TZVPD" multiplicity=1 charge=+1 total_energy_ev=-30180.7882 lumo_ev=-2.296 gap_ha=0.3863 homo_ev=-12.81
C 0.26 -3.78 1.02
C 1.36 -2.73 0.89
C 0.89 -1.80 -0.28
N 0.17 -0.71 0.40
C 0.70 0.53 0.45
N -0.11 1.59 0.56
H 0.39 -4.42 1.92
H -0.63 -3.22 1.25
H 0.21 -4.44 0.10
H 1.65 -2.29 1.83
H 2.39 -3.04 0.56
H 1.85 -1.58 -0.71
H 0.30 -2.27 -1.07
H -0.83 -0.78 0.27
H 1.77 0.73 0.53
H 0.23 2.52 0.76
H -1.13 1.59 0.54
H 4.79 0.93 -2.48
H 4.38 1.36 -1.16
O 4.01 1.30 -2.05
H 0.14 4.95 1.86
H 1.20 3.70 2.15
O 0.67 4.22 1.54
H -2.69 0.70 2.25
H -2.90 -0.33 3.34
O -2.39 0.47 3.14
H -0.21 1.38 3.23
H 0.53 1.07 4.49
O 0.71 1.18 3.55
H 2.60 2.67 -2.20
H 1.65 3.77 -2.19
O 1.63 2.81 -2.34
H 2.22 0.06 3.01
H 3.56 -0.44 2.58
O 2.70 -0.19 2.20
H -2.22 -0.13 -2.23
H -3.00 -0.83 -1.33
O -2.21 -0.25 -1.26
H -3.34 -2.99 -1.38
H -4.60 -2.73 -0.93
O -3.98 -2.26 -1.51
H -2.70 1.06 -0.35
H -3.67 2.29 -0.42
O -3.20 1.70 0.18
H -0.23 2.07 -3.55
H 0.10 1.32 -2.35
O -0.48 1.24 -3.12
H -0.20 -1.46 -3.86
H -1.43 -2.47 -4.26
O -0.89 -2.06 -3.58

123
Properties=species:S:1:pos:R:3 method="wB97M-V/def2-TZVPD" multiplicity=1 charge=+1 total_energy_ev=-59057.8174 lumo_ev=-2.389 gap_ha=0.2923 homo_ev=-10.34
F 2.10 -3.70 5.66
C 3.12 -3.62 4.71
C 2.95 -2.37 3.81
C 1.54 -2.52 3.11
C 1.63 -2.43 1.59
N 2.39 -1.52 1.00
C 2.27 -1.63 -0.39
C 1.41 -2.68 -0.57
N 1.02 -3.18 0.66
C 0.13 -4.30 1.01
C 0.05 -5.42 -0.05
C 1.28 -6.37 -0.07
C 1.57 -7.06 1.31
N 2.67 -8.00 1.07
C 2.62 -9.37 1.20
C 3.86 -9.86 0.84
C 4.74 -8.76 0.45
C 3.91 -7.66 0.63
H 3.13 -4.54 4.10
H 4.10 -3.57 5.23
H 2.89 -1.47 4.44
H 3.77 -2.28 3.08
H 1.04 -3.44 3.45
H 0.88 -1.69 3.42
H 2.98 -0.83 1.48
H 2.75 -1.01 -1.15
H 1.09 -3.06 -1.54
H 0.48 -4.71 1.97
H -0.90 -3.93 1.18
H -0.84 -6.04 0.17
H -0.10 -5.02 -1.07
H 1.04 -7.21 -0.76
H 2.20 -5.91 -0.48
H 1.82 -6.34 2.10
H 0.69 -7.67 1.56
H 1.77 -9.97 1.52
H 4.18 -10.91 0.83
H 5.76 -8.79 0.09
H 4.16 -6.60 0.47
C -3.14 -0.84 -1.44
C -2.43 -1.56 -2.58
C -2.15 -3.01 -2.24
O -1.21 -0.88 -2.88
H -2.51 -0.84 -0.55
H -3.32 0.20 -1.70
H -4.09 -1.32 -1.20
H -3.05 -1.51 -3.48
H -1.49 -3.08 -1.36
H -1.63 -3.50 -3.06
H -3.07 -3.55 -2.02
H -0.65 -0.92 -2.09
C 3.77 3.12 3.92
C 2.92 2.38 2.90
C 1.75 3.24 2.44
O 2.43 1.16 3.48
H 3.19 3.37 4.81
H 4.61 2.49 4.25
H 4.18 4.04 3.50
H 3.54 2.10 2.04
H 1.10 3.49 3.28
H 1.14 2.70 1.72
H 2.10 4.16 1.98
H 1.88 1.39 4.24
C -1.34 5.65 1.63
C -2.19 4.72 2.47
C -3.48 5.40 2.91
O -1.44 4.31 3.62
H -1.05 6.54 2.20
H -0.41 5.16 1.32
H -1.87 5.97 0.73
H -2.43 3.82 1.90
H -3.27 6.28 3.52
H -4.07 4.73 3.52
H -4.07 5.71 2.05
H -1.23 5.09 4.13
C -2.13 2.34 -3.53
C -3.16 2.72 -4.58
C -2.64 2.47 -5.98
O -3.51 4.10 -4.44
H -1.22 2.94 -3.64
H -2.52 2.54 -2.52
H -1.87 1.29 -3.60
H -4.08 2.15 -4.42
H -1.74 3.07 -6.18
H -3.38 2.76 -6.73
H -2.38 1.42 -6.13
H -2.71 4.62 -4.57
C -6.49 2.01 -0.12
C -5.22 2.19 0.71
C -4.92 0.94 1.53
O -5.37 3.31 1.58
H -7.35 1.84 0.53
H -6.70 2.91 -0.69
H -6.39 1.17 -0.81
H -4.38 2.41 0.05
H -5.73 0.73 2.23
H -4.01 1.09 2.13
H -4.78 0.07 0.89
H -6.10 3.13 2.18
C -3.52 4.73 -8.94
C -4.29 3.96 -10.00
C -5.47 4.77 -10.52
O -4.76 2.73 -9.45
H -4.15 4.96 -8.08
H -2.68 4.14 -8.57
H -3.13 5.67 -9.34
H -3.63 3.71 -10.83
H -6.17 4.99 -9.71
H -6.02 4.20 -11.27
H -5.14 5.71 -10.96
H -5.35 2.94 -8.71
C 8.34 0.66 6.35
C 7.28 1.08 5.35
C 7.72 0.80 3.92
O 7.00 2.47 5.50
H 9.26 1.22 6.19
H 8.01 0.88 7.37
H 8.56 -0.40 6.27
H 6.34 0.55 5.55
H 8.63 1.37 3.68
H 6.96 1.12 3.21
H 7.92 -0.26 3.77
H 7.81 2.96 5.32

16
Properties=species:S:1:pos:R:3 method="wB97M-V/def2-TZVPD" multiplicity=1 charge=0 total_energy_ev=-8404.9146 lumo_ev=0.849 gap_ha=0.3976 homo_ev=-9.97
C 1.82 -0.46 -0.17
C 0.48 -0.15 0.47
O 0.59 0.91 1.42
C -0.64 0.22 -0.56
C -1.94 -0.51 -0.23
O -0.83 1.61 -0.60
H 2.14 0.36 -0.81
H 1.75 -1.36 -0.79
H 2.58 -0.65 0.60
H 0.14 -1.03 1.04
H 1.47 1.29 1.34
H -0.30 -0.08 -1.57
H -1.84 -1.59 -0.39
H -2.19 -0.35 0.83
H -2.76 -0.14 -0.84
H -0.48 1.93 0.25

11
Properties=species:S:1:pos:R:3 method="wB97M-V/def2-TZVPD" multiplicity=1 charge=0 total_energy_ev=-15077.7381 lumo_ev=0.925 gap_ha=0.3750 homo_ev=-9.28
C 1.98 -1.01 -0.08
C 0.96 -0.42 0.12
C -0.29 0.12 0.50
C -0.65 1.38 -0.21
S -1.58 -1.25 0.01
H 2.88 -1.53 -0.11
H -0.38 0.09 1.54
H -0.94 0.90 -1.12
H 0.30 1.87 -0.25
H -1.54 1.84 0.29
H -0.72 -1.99 -0.68

12
Properties=species:S:1:pos:R:3 method="wB97M-V/def2-TZVPD" multiplicity=1 charge=0 total_energy_ev=-20094.6472 lumo_ev="-0.337 / -0.337" gap_ha="0.3098 / 0.3098" homo_ev="-8.77 / -8.77"
C -1.28 -0.62 0.23
C 1.50 0.15 0.45
C -0.59 0.40 -1.77
N -0.44 -0.14 -0.46
O -2.02 -1.16 0.92
O 2.16 0.72 -0.34
O -0.28 -0.22 2.58
P 1.06 0.23 2.18
H -1.61 0.45 -1.92
H -0.11 1.43 -1.76
H -0.16 -0.31 -2.52
H 1.77 -0.95 2.40

19
Properties=species:S:1:pos:R:3 method="wB97M-V/def2-TZVPD" multiplicity=1 charge=0 total_energy_ev=-23716.8353 lumo_ev=0.598 gap_ha=0.3744 homo_ev=-9.59
C 1.62 -1.30 0.13
C 0.88 0.03 0.50
N 0.57 0.66 -0.79
O -0.32 -0.26 1.12
P -1.87 -0.92 -0.23
O -2.82 -1.84 0.35
O -0.97 -1.23 -1.45
C -2.37 0.84 0.06
N -3.64 0.81 0.53
O -1.78 1.83 -0.31
H 0.97 -1.66 -0.71
H 1.75 -2.12 0.87
H 2.71 -1.10 -0.29
H 1.46 0.62 1.12
H -0.06 1.45 -0.54
H 1.43 0.76 -1.32
H -0.08 0.01 -1.30
H -4.09 1.64 0.78
H -4.08 -0.09 0.69